Entry 1:
The following is a quantum chemistry calculation of a molecular structure, C31H34N7OSe2Te3Tl, from OMol25.

Properties
Gap between HOMO and LUMO in eV: 5.09
Max |F| in eV/A: 0.87
E_tot in eV: -202446.9121
E_LUMO in eV: 4.0027
Charge: -2

Last column: Löwdin charge in e.
Geometry (Å):
Tl  -1.21  0.11  -1.11  0.5478
C  -0.39  4.92  -1.60  -0.0741
C  -1.22  5.41  -0.60  -0.0729
C  -1.80  4.53  0.30  -0.0131
C  -1.52  3.17  0.18  -0.2243
N  -0.74  2.72  -0.79  0.0635
C  -0.19  3.55  -1.66  -0.2123
C  -2.11  2.14  1.09  -0.1968
C  -2.68  2.54  2.30  -0.0479
C  -3.33  1.63  3.12  -0.0997
C  -3.42  0.30  2.72  -0.0900
C  -2.81  -0.10  1.54  -0.1356
C  -2.12  0.79  0.73  -0.2614
H  0.07  5.57  -2.33  0.1018
H  -1.42  6.47  -0.53  0.0975
H  -2.48  4.90  1.05  0.0969
H  0.42  3.08  -2.43  0.0879
H  -2.61  3.57  2.61  0.0944
H  -3.77  1.96  4.05  0.0902
H  -3.96  -0.42  3.32  0.0947
H  -2.90  -1.14  1.25  0.0794
Se  -4.55  1.06  -1.56  -0.3448
Te  -4.88  1.58  -3.97  -0.0730
Te  -2.37  2.56  -4.42  0.0681
Se  -0.97  0.54  -3.73  0.0215
N  -3.56  -1.84  -3.24  0.1760
C  -3.41  -2.70  -2.26  -0.4295
N  -4.11  -3.85  -2.32  0.1726
C  -3.85  -4.70  -1.35  -0.4727
N  -4.53  -5.89  -1.36  0.1197
N  -2.96  -4.54  -0.36  0.1587
C  -2.35  -3.35  -0.38  -0.2801
N  -2.56  -2.38  -1.25  0.1662
C  -1.33  -3.13  0.70  -0.2247
C  -1.12  -4.10  1.67  -0.0186
C  -0.16  -3.85  2.64  -0.0725
C  0.53  -2.65  2.61  -0.0503
C  0.25  -1.74  1.60  -0.1345
N  -0.65  -1.99  0.66  0.0800
H  -4.25  -2.01  -3.95  0.1010
H  -3.07  -0.94  -3.25  -0.0572
H  -5.39  -5.89  -1.89  0.0818
H  -4.55  -6.37  -0.47  0.0803
H  -1.69  -5.01  1.65  0.0951
H  0.03  -4.58  3.41  0.0965
H  1.29  -2.42  3.35  0.0995
H  0.78  -0.80  1.50  0.0569
C  0.86  -2.58  -4.08  -0.0813
C  0.32  -2.60  -2.65  -0.6095
C  1.29  -3.39  -1.76  -0.0718
O  0.15  -1.30  -2.22  -0.6059
H  0.95  -3.59  -4.50  0.0652
H  1.85  -2.11  -4.08  0.0787
H  0.21  -1.99  -4.72  0.0355
H  -0.63  -3.16  -2.68  0.1121
H  2.27  -2.91  -1.79  0.0517
H  1.39  -4.43  -2.10  0.0668
H  0.97  -3.39  -0.72  0.0479
C  5.89  3.58  3.61  -0.0811
C  5.06  2.84  2.60  -0.3076
C  4.97  1.45  2.61  -0.0527
C  4.21  0.75  1.68  -0.3328
C  4.18  -0.75  1.79  -0.1261
C  3.50  1.43  0.66  -0.5325
Te  2.41  0.31  -0.82  0.8167
C  3.60  2.83  0.65  -0.3197
C  2.90  3.68  -0.38  -0.1058
C  4.37  3.50  1.60  -0.0514
H  6.35  2.89  4.32  0.0603
H  5.28  4.29  4.19  0.0671
H  6.69  4.16  3.14  0.0665
H  5.50  0.89  3.38  0.0956
H  4.78  -1.08  2.64  0.0601
H  4.55  -1.22  0.87  0.0508
H  3.16  -1.12  1.91  0.0328
H  2.23  3.07  -0.98  -0.0332
H  3.62  4.14  -1.06  0.0793
H  2.33  4.48  0.10  0.0739
H  4.41  4.59  1.56  0.1089

=====

Entry 2:
The following is a quantum chemistry calculation of a molecular structure, C31H35AlClN2Si2 in a non-equilibrium geometry, from OMol25.

Properties
Gap between HOMO and LUMO (alpha / beta) in eV: 6.40 / 5.18
Max |F| in eV/A: 3.11
Energy relative to the best compared isomer or geometry (same formula, charge and spin) in kJ/mol: 434.5
E_tot in eV: -70563.3990
E_LUMO (alpha / beta) in eV: -2.8894 / -3.2654
Charge: +1

Last column: Löwdin charge in e.
Geometry (Å):
C  -2.10  -0.27  4.40  -0.1765
C  -2.45  0.11  3.04  -0.1365
C  -2.24  -1.05  2.21  -0.0955
H  -3.01  1.00  2.76  0.1214
C  -1.67  -2.07  3.00  -0.0868
C  -1.52  -1.60  4.34  -0.1358
H  -1.23  -2.21  5.19  0.1264
H  -2.41  0.27  5.30  0.1316
H  -2.61  -1.15  1.20  0.1148
H  -1.46  -3.09  2.66  0.1236
Al  -0.30  0.14  3.54  -0.1867
Si  -0.70  -0.60  -1.89  0.8768
C  -0.41  1.15  -2.72  -0.3137
C  0.65  1.27  -3.63  -0.1093
H  1.34  0.44  -3.78  0.1026
C  0.79  2.43  -4.41  -0.0728
H  1.59  2.48  -5.15  0.1077
C  -0.10  3.49  -4.25  -0.0842
H  0.03  4.41  -4.84  0.1075
C  -1.15  3.38  -3.33  -0.0851
H  -1.82  4.22  -3.17  0.1026
C  -1.36  2.17  -2.64  -0.1247
H  -2.27  2.04  -2.05  0.0990
C  -0.76  -1.49  -3.59  -0.3052
C  -1.43  -0.94  -4.71  -0.0974
H  -2.03  -0.03  -4.60  0.1067
C  -1.28  -1.52  -5.97  -0.0790
H  -1.72  -1.05  -6.84  0.1053
C  -0.55  -2.71  -6.11  -0.0837
H  -0.45  -3.17  -7.08  0.1026
C  0.05  -3.29  -4.99  -0.0791
H  0.61  -4.21  -5.08  0.1007
C  -0.05  -2.68  -3.73  -0.1029
H  0.45  -3.12  -2.87  0.0758
H  -2.11  -0.55  -1.61  -0.0040
Si  2.61  -0.33  -0.51  0.7988
C  1.69  -1.95  -0.32  -0.3836
C  0.25  -2.14  -0.46  -0.3009
H  -0.46  -1.52  0.12  0.0192
C  -0.23  -3.50  -0.52  -0.1121
H  -1.31  -3.67  -0.66  0.1196
C  0.60  -4.60  -0.35  -0.0850
H  0.21  -5.63  -0.39  0.1147
C  1.97  -4.39  -0.10  -0.0757
H  2.63  -5.26  0.00  0.1087
C  2.49  -3.10  -0.07  -0.1323
H  3.55  -2.98  0.11  0.0954
C  1.54  1.11  0.03  -0.3716
C  0.22  1.09  0.53  -0.2351
H  -0.22  0.15  0.84  0.0240
C  -0.58  2.23  0.58  -0.1467
H  -1.63  2.12  0.83  0.1135
C  -0.05  3.46  0.21  -0.0903
H  -0.70  4.34  0.19  0.1159
C  1.30  3.54  -0.15  -0.0632
H  1.70  4.51  -0.45  0.1131
C  2.08  2.39  -0.22  -0.1011
H  3.12  2.49  -0.55  0.1051
H  3.80  -0.34  0.28  -0.0551
Cl  1.50  -0.74  2.83  0.5044
N  0.39  0.25  5.48  0.0140
C  1.06  1.59  5.79  -0.1483
C  1.04  2.50  4.58  -0.1448
N  -0.10  2.10  3.64  0.0665
H  -0.34  0.08  6.18  0.1182
H  1.05  -0.52  5.64  0.1161
H  0.51  2.06  6.62  0.1294
H  2.09  1.40  6.11  0.1316
H  0.89  3.55  4.86  0.1301
H  1.99  2.45  4.03  0.1307
H  -0.98  2.48  4.00  0.1376
H  0.01  2.55  2.73  0.0927